Molecular formula: C36H90N6O12
Method: DFT, the ωB97M-V functional and the def2-TZVPD basis

E_tot: -2657.15057 a.u.
structure (SMILES): CC(N)=O.CC(N)=O.CC(N)=O.CC(N)=O.CC(N)=O.CC(N)=O.CCCCCC.CCCCCC.CCCCCC.OCCO.OCCO.OCCO
total charge: 0
maximum force: 2.137 eV/Å
ΔE to the lowest compared entry with this formula, charge and spin: 0.00 kJ/mol

Each line ends with the Mulliken charge.
Geometry (Å):
C (-2.538932, 4.879863, -0.485834)  -1.42
C (-1.139555, 4.299490, -0.692441)  0.30
C (-0.198067, 4.441325, 0.488055)  -0.07
C (0.534994, 5.766275, 0.629107)  -1.17
C (1.785578, 5.976248, -0.239859)  -0.51
C (2.840475, 4.930410, 0.110265)  -0.61
H (-3.111908, 4.315018, 0.255306)  0.30
H (-3.091555, 4.693147, -1.411740)  0.36
H (-2.584873, 5.934237, -0.219336)  0.34
H (-1.280028, 3.254927, -0.984668)  -0.26
H (-0.673339, 4.763751, -1.570043)  0.38
H (0.457874, 3.579366, 0.659164)  0.15
H (-0.813594, 4.332848, 1.394550)  0.39
H (-0.202858, 6.571136, 0.496794)  0.35
H (0.790110, 5.982118, 1.672211)  0.42
H (1.538659, 5.953949, -1.304658)  0.34
H (2.192765, 6.978404, -0.093328)  0.33
H (2.918242, 4.749106, 1.183464)  0.07
H (2.707751, 3.995790, -0.429909)  -0.11
H (3.838062, 5.295742, -0.153758)  0.55
C (3.710648, 1.249227, 2.439478)  -1.06
C (4.432554, 2.360677, 3.210815)  0.01
C (4.092808, 2.572392, 4.650159)  -0.44
C (4.972931, 3.647463, 5.323841)  -0.91
C (5.033282, 3.675002, 6.847221)  -0.16
C (5.914846, 4.814693, 7.295232)  -1.33
H (2.620842, 1.341209, 2.505119)  -0.03
H (3.899466, 0.307157, 2.970281)  0.43
H (4.008165, 1.168288, 1.397753)  0.37
H (5.490648, 2.131543, 3.060822)  0.33
H (4.121004, 3.236592, 2.626998)  -0.16
H (4.198969, 1.678166, 5.277795)  0.36
H (3.037139, 2.831962, 4.787860)  0.30
H (5.983236, 3.569886, 4.900164)  0.36
H (4.719152, 4.638765, 4.924589)  0.35
H (4.034923, 3.780939, 7.271505)  0.30
H (5.491901, 2.742906, 7.185885)  0.26
H (5.810267, 5.013357, 8.367801)  0.36
H (6.993904, 4.724575, 7.143469)  0.34
H (5.688978, 5.777406, 6.823056)  0.34
C (1.518810, 1.456695, -7.336256)  -0.74
C (2.964544, 1.003761, -7.325593)  -0.64
C (3.796352, 1.590102, -6.185489)  -0.76
C (3.393811, 1.146832, -4.755846)  -0.19
C (2.959116, 2.358260, -3.906842)  -0.66
C (2.557727, 1.983869, -2.502884)  -0.73
H (0.990756, 1.190687, -8.256236)  0.42
H (1.364789, 2.532710, -7.231067)  0.31
H (0.953661, 0.978976, -6.527384)  -0.13
H (3.051831, -0.088528, -7.358036)  0.32
H (3.336263, 1.218276, -8.335919)  0.36
H (3.931024, 2.662851, -6.317455)  0.43
H (4.774699, 1.123783, -6.348995)  0.27
H (2.626057, 0.374571, -4.814734)  0.07
H (4.275368, 0.768579, -4.231249)  0.39
H (3.717381, 3.140858, -3.945393)  0.49
H (2.098038, 2.759854, -4.462677)  0.21
H (2.121093, 0.987254, -2.465377)  0.15
H (3.497809, 1.985580, -1.938653)  0.49
H (1.936014, 2.740711, -2.024315)  -0.16
C (-0.487096, -5.549468, 2.646635)  1.10
C (-1.130755, -6.903528, 2.337491)  -0.82
O (-1.588467, -6.943583, 0.981409)  -0.57
O (-1.460809, -4.577290, 2.922214)  -0.67
H (0.143668, -5.273790, 1.793112)  -0.93
H (0.221506, -5.677104, 3.470383)  0.49
H (-1.966262, -7.132414, 3.001116)  0.31
H (-0.403478, -7.692748, 2.575369)  0.37
H (-0.825574, -7.209626, 0.454603)  0.28
H (-1.763369, -4.140925, 2.092721)  0.19
C (-0.519136, -0.463431, -0.383779)  1.14
C (-0.677736, 0.447222, 0.804403)  0.81
O (-1.797375, 0.084651, 1.587373)  -0.27
O (-0.321003, -1.808475, 0.004975)  -0.02
H (0.248569, -0.146269, -1.088668)  -0.12
H (-1.469560, -0.370256, -0.934973)  -0.33
H (-0.816710, 1.479441, 0.470191)  -0.41
H (0.204730, 0.356680, 1.438805)  -0.39
H (-2.584568, 0.390245, 1.105977)  0.26
H (-1.082898, -2.070456, 0.558273)  -0.25
C (-4.822586, -1.273104, 2.436274)  1.40
C (-5.266999, -2.645307, 2.979687)  -0.26
O (-6.477888, -3.112837, 2.375912)  -0.54
O (-5.668875, -0.245108, 2.956276)  -0.60
H (-4.730785, -1.198116, 1.349881)  -0.80
H (-3.849925, -1.082837, 2.887657)  -0.19
H (-5.434306, -2.622571, 4.058898)  0.38
H (-4.437254, -3.328322, 2.788307)  0.02
H (-7.122270, -2.415232, 2.533618)  0.32
H (-6.586127, -0.361065, 2.686302)  0.34
O (-2.787114, -0.364432, -4.546346)  -0.72
C (-1.576287, -0.416088, -4.631670)  0.57
N (-0.891903, -1.374487, -5.308381)  -0.29
C (-0.709819, 0.668944, -4.007671)  -0.87
H (0.108090, -1.363017, -5.357691)  0.16
H (-1.450516, -2.098977, -5.724163)  0.24
H (-0.354365, 1.240172, -4.878590)  0.51
H (0.170386, 0.430783, -3.416956)  0.07
H (-1.294440, 1.444706, -3.516843)  0.27
O (-3.550458, 0.860522, -0.489381)  -0.58
C (-4.711929, 1.054717, -0.843904)  0.54
N (-5.738021, 0.984497, 0.021546)  -0.25
C (-4.993250, 1.365312, -2.277496)  -1.25
H (-5.533226, 0.715575, 0.974489)  0.23
H (-6.637442, 1.400956, -0.136034)  0.19
H (-4.245258, 0.958623, -2.954250)  0.14
H (-5.198360, 2.419718, -2.467998)  0.37
H (-5.913703, 0.883753, -2.635934)  0.41
O (0.433406, -2.280647, 5.153235)  -0.69
C (-0.206048, -1.469553, 4.499371)  0.68
N (-1.222884, -1.800039, 3.677893)  0.08
C (0.196222, -0.002810, 4.463798)  -0.44
H (-1.460994, -2.790204, 3.654359)  0.29
H (-1.669722, -1.119957, 3.071144)  -0.18
H (0.992371, 0.257545, 5.154963)  0.33
H (-0.701532, 0.588060, 4.663746)  0.34
H (0.562726, 0.284230, 3.477164)  -0.34
O (-2.284642, -3.251356, 0.682014)  0.11
C (-3.010832, -3.656937, -0.241184)  -0.38
N (-3.179702, -4.957836, -0.447404)  0.00
C (-3.493512, -2.664086, -1.272336)  -0.63
H (-3.533502, -5.348064, -1.301356)  0.26
H (-2.748440, -5.613713, 0.204352)  0.19
H (-2.718835, -1.995428, -1.630172)  -0.05
H (-4.232632, -2.083632, -0.706834)  0.14
H (-4.083886, -3.066408, -2.096548)  0.48
O (2.427472, -5.647296, 1.215168)  -0.68
C (1.917194, -4.601042, 0.845481)  0.33
N (1.048422, -4.557232, -0.198034)  -0.08
C (2.301394, -3.284929, 1.522447)  -0.65
H (0.412620, -3.787238, -0.308451)  0.04
H (0.926666, -5.492096, -0.560194)  0.20
H (2.973599, -3.448682, 2.360028)  0.37
H (1.440884, -2.693510, 1.833838)  -0.08
H (2.885774, -2.683101, 0.819293)  0.37
O (-0.395334, -6.124465, -2.374460)  -0.60
C (-0.808675, -5.348254, -3.223350)  0.28
N (-0.558682, -5.511527, -4.538506)  -0.38
C (-1.626487, -4.122378, -2.846198)  0.84
H (-0.176167, -6.411485, -4.786060)  0.29
H (-1.104716, -4.993447, -5.202456)  0.20
H (-1.481718, -3.276658, -3.518382)  -0.50
H (-1.468374, -3.776734, -1.829204)  -0.35
H (-2.661090, -4.465784, -2.953121)  0.22

Atoms 1-2, force components in eV/Å:
-0.2827 -0.6024 -0.3276
0.2116 0.1247 -0.5285